# 1
# C36H83FIN9O12P

A cluster of 10 separate species, C36H83FIN9O12P in total at a distorted geometry (ωB97M-V/def2-TZVPD, OMol25).

```
143
Properties=species:S:1:pos:R:3:forces:R:3:lowdin_charge:R:1
I 2.0339 0.3845 3.3484 0.3 0.2 -0.3 0.876
P -0.7543 2.1499 4.7829 -0.6 0.3 0.5 0.614
F -1.4603 3.8093 6.9743 -0.1 0.0 0.0 -0.106
O -1.3818 -7.3680 -3.5582 0.2 0.1 -0.7 -0.010
O -4.3111 9.3925 -1.0565 0.0 0.0 0.0 0.008
O -2.5041 1.8783 4.5614 -0.1 0.3 -0.6 -0.316
O 1.1528 -3.6698 0.2798 0.0 0.0 0.0 0.018
O 7.8807 4.3086 -0.7266 0.2 0.0 0.0 0.036
O -1.0875 3.8991 4.3949 -0.6 -0.3 -0.6 -0.306
O 4.7378 2.0675 -0.5598 0.0 0.0 -0.1 0.022
O -3.8866 -7.5457 -1.6850 -0.4 -0.2 0.6 -0.009
O -4.4562 -8.0033 -8.0114 0.0 0.0 0.0 0.029
O -2.5218 5.1305 3.0273 0.1 -0.1 0.1 -0.114
O 1.2129 6.3712 0.5594 0.0 0.2 0.1 -0.021
O -0.1440 0.4982 0.3531 -0.2 -0.2 -0.2 -0.023
N -0.5155 -4.8075 -0.6876 -0.1 0.0 0.0 0.009
N 0.7484 2.4906 -0.0736 -0.2 0.1 -0.1 0.031
N 4.8536 0.3040 0.8157 -0.1 0.0 0.0 0.011
N -2.9596 -9.3096 -6.9688 0.0 0.0 0.0 0.017
N -2.7602 7.9831 -0.2432 -0.1 0.0 -0.1 0.017
N 7.7904 6.4717 -1.3038 0.1 0.0 0.0 0.007
N -1.4576 -8.8035 -1.8491 0.3 -0.1 -0.3 0.027
N -4.1783 -6.9750 -3.8210 -0.3 -0.1 0.1 0.030
N 0.7347 5.7462 2.6713 0.1 0.1 -0.3 0.051
C 7.7557 7.6001 -2.2087 0.0 0.0 0.1 -0.083
C 5.4860 -0.7414 1.5915 -0.1 0.0 0.0 -0.091
C -1.0483 2.4841 6.6769 0.3 0.0 0.3 -0.409
C -0.9441 -2.5145 0.0695 0.1 -0.1 0.1 -0.010
C -3.8674 -10.0327 -9.1312 0.0 0.0 0.0 -0.012
C -0.0114 -3.6898 -0.0922 0.0 0.1 0.0 -0.547
C 1.6402 3.4777 -0.6432 0.0 0.1 0.2 -0.074
C -1.8532 -5.0430 -1.2006 0.2 0.0 0.1 -0.078
C -2.1093 -10.4673 -6.7868 0.0 0.1 0.1 -0.076
C 5.4294 1.2604 0.0468 0.0 0.0 0.0 -0.537
C -0.7873 -8.1459 -2.8187 0.0 -0.3 0.8 -0.533
C -4.8416 5.7591 3.6177 -0.1 0.0 0.3 -0.080
C 0.7062 -8.3547 -2.9200 0.0 0.0 -0.2 -0.004
C 1.3978 -1.3168 5.7260 0.2 -0.2 -0.3 -0.208
C -0.9351 -9.7539 -0.8923 0.0 0.1 0.0 -0.069
C -1.9092 6.8012 -0.2271 0.0 0.1 0.1 -0.056
C -4.6075 -7.0506 -2.5466 0.0 0.4 -0.7 -0.521
C 0.5877 -0.5807 4.6209 -0.3 -0.8 0.6 -0.771
C -3.3763 6.1819 3.4223 -0.2 0.4 0.0 -0.272
C -2.9677 2.7816 3.5853 -0.1 0.1 0.1 -0.220
C 2.8551 6.8837 2.2216 0.0 0.1 -0.1 -0.016
C -4.8801 -6.4769 -4.9905 0.1 0.0 0.2 -0.055
C -3.7966 -9.0290 -8.0032 0.1 0.0 0.1 -0.546
C -3.8476 7.4456 -2.3667 -0.1 0.0 0.0 -0.018
C -2.4072 4.1306 4.0337 0.2 -0.6 0.9 -0.450
C 1.5287 6.3291 1.7487 -0.1 -0.4 0.2 -0.545
C 1.5946 0.5483 -1.2986 0.0 -0.1 0.0 0.006
C 7.8766 5.1484 -1.6076 -0.2 0.0 0.0 -0.539
C 0.2304 2.2779 7.5213 -0.4 0.3 0.0 -0.101
C 7.9466 4.7730 -3.0703 0.0 0.0 0.0 -0.008
C -3.6671 8.3589 -1.1740 0.1 0.0 0.1 -0.564
C -5.9586 -6.4653 -2.2145 0.0 -0.1 0.1 -0.001
C 0.6518 1.1645 -0.2937 0.2 0.1 0.3 -0.573
C 0.9810 5.5543 4.0903 0.4 0.1 0.1 -0.070
C 6.9386 1.2835 -0.0396 -0.1 0.0 -0.1 -0.011
C -0.5377 0.2917 5.1853 -0.2 -0.3 0.3 -0.348
H 1.7782 -2.2830 5.3469 -0.1 0.4 0.1 0.064
H 0.9421 -9.3987 -3.1299 0.0 0.0 0.0 0.080
H -3.2115 -7.2628 -3.9256 0.2 0.0 0.1 0.085
H -2.3200 -5.8823 -0.6852 -0.1 0.0 0.0 0.071
H -1.8839 1.8675 7.0442 0.3 0.0 -0.2 0.105
H -2.6861 8.6273 0.5275 0.0 0.0 0.0 0.135
H 0.8852 3.1499 7.3795 -0.1 -0.2 -0.1 0.071
H -5.4969 6.6360 3.5102 0.1 -0.2 0.0 0.069
H -0.1197 5.3414 2.3045 0.0 0.0 0.2 0.122
H -2.9619 4.4623 4.9397 0.1 0.0 -0.4 0.143
H -5.9910 -5.4027 -2.4563 0.0 0.0 0.0 0.089
H -2.3750 -11.0027 -5.8736 0.0 0.0 0.0 0.084
H 0.1216 -9.9322 -1.0693 0.0 0.0 0.0 0.068
H 0.6269 2.5113 4.9712 0.0 -0.1 -0.1 -0.018
H 2.2780 -0.7388 6.0553 -0.5 -0.1 0.0 0.043
H -6.1304 -6.5929 -1.1500 0.0 0.0 0.0 0.082
H -4.2090 -11.0036 -8.7707 0.0 0.0 0.0 0.082
H 8.0014 3.6909 -3.1358 0.0 0.0 0.0 0.081
H -2.0869 6.1967 -1.1107 0.0 0.0 0.0 0.075
H 0.7911 1.3843 7.2286 -0.1 0.2 0.1 0.049
H 0.1565 -5.5525 -0.7683 0.0 0.0 0.0 0.123
H 7.2226 2.1213 -0.6697 0.0 -0.1 0.0 0.047
H -4.0720 2.7925 3.5171 0.4 -0.1 0.2 0.115
H 3.8453 0.3565 0.8412 0.0 -0.1 0.1 0.069
H -2.4690 -4.1607 -1.0537 0.0 0.0 0.0 0.074
H -4.3608 -5.6120 -5.4063 0.0 0.0 0.0 0.093
H -4.6017 7.8840 -3.0135 0.0 0.0 0.0 0.076
H -0.0170 2.2205 8.5979 0.1 0.0 -0.4 0.070
H -1.0536 -9.3782 0.1256 0.0 0.0 0.0 0.088
H -6.7495 -6.9719 -2.7684 0.0 0.0 0.0 0.082
H -4.1758 6.4543 -2.0529 0.0 0.0 0.0 0.082
H -2.1252 6.1895 0.6471 0.0 -0.1 0.1 0.068
H -0.4272 -1.6920 0.5555 0.0 0.0 -0.1 0.054
H -1.4610 -10.7077 -0.9676 0.0 0.0 0.0 0.082
H -1.2934 -2.1698 -0.9050 -0.1 0.0 0.0 0.087
H 2.2840 3.0630 -1.4129 0.0 -0.2 0.1 0.070
H 1.0624 4.3044 -1.0578 0.1 0.0 0.0 0.071
H 7.0585 5.1149 -3.6026 0.0 0.0 0.0 0.086
H -2.2179 -11.1473 -7.6255 0.0 0.0 0.0 0.068
H -0.5687 1.9087 3.3801 0.1 -0.1 0.0 0.006
H -2.9151 7.3398 -2.9219 0.0 0.0 0.0 0.080
H -1.8101 -2.7975 0.6713 0.0 0.0 -0.1 0.086
H -2.4321 -8.5147 -1.7682 -0.1 0.1 0.0 0.083
H 1.4115 0.9472 -2.2978 0.1 0.0 0.0 0.084
H -1.4899 -0.1557 4.8500 0.4 0.3 0.1 0.083
H 0.2001 6.0347 4.6803 0.0 -0.1 0.0 0.088
H 3.4649 6.0967 2.6657 0.0 0.0 0.0 0.082
H -2.5860 2.5557 2.5694 0.0 0.0 0.3 0.115
H -5.8915 -6.1805 -4.7298 0.0 0.0 0.0 0.073
H -1.8164 -5.2787 -2.2639 -0.1 0.0 0.0 0.070
H 8.5929 8.2756 -2.0213 0.0 0.0 0.0 0.080
H 2.7096 7.6708 2.9626 0.0 0.0 0.0 0.078
H -4.5721 -9.6588 -9.8673 0.0 0.0 0.0 0.081
H -2.9911 6.6676 4.3394 -0.1 -0.2 -0.2 0.125
H -2.8925 -10.1601 -9.6030 0.0 0.0 0.0 0.083
H 0.1499 -1.3481 3.9620 0.3 0.5 0.1 0.061
H -3.3288 6.9311 2.6238 0.0 -0.1 0.0 0.097
H -1.0615 -10.1700 -6.7182 0.0 0.0 0.0 0.084
H 1.4315 -0.5266 -1.3028 0.0 0.0 0.0 0.077
H 7.8183 7.2572 -3.2364 0.0 0.0 0.0 0.068
H 1.9394 5.9864 4.3673 0.1 0.1 -0.1 0.070
H -0.8565 7.0758 -0.1964 0.0 0.0 0.0 0.064
H 7.7310 6.6515 -0.3145 0.0 0.0 0.0 0.139
H -2.9451 -8.5994 -6.2541 0.1 0.0 0.0 0.125
H 6.5653 -0.6820 1.4873 0.0 0.0 0.0 0.067
H -5.0218 5.3347 4.6223 0.1 0.1 -0.5 0.075
H -0.5049 0.1505 6.2808 -0.1 0.1 -0.5 0.052
H 0.1308 2.8017 0.6620 0.0 0.0 0.1 0.133
H 2.6330 0.7580 -1.0342 0.0 0.1 -0.1 0.051
H 8.8283 5.2059 -3.5450 0.0 0.0 0.0 0.081
H 1.0797 -7.7352 -3.7299 0.0 0.0 0.0 0.082
H 0.7508 -1.5280 6.5911 0.2 0.1 -0.2 0.067
H 3.3745 7.2941 1.3601 0.0 0.0 0.0 0.074
H 6.8275 8.1626 -2.0927 0.0 0.0 0.0 0.084
H 1.2057 -8.0670 -1.9942 0.0 0.0 0.0 0.085
H 5.1537 -1.7245 1.2534 0.0 0.0 0.0 0.086
H 0.9761 4.4922 4.3321 0.1 0.3 0.0 0.056
H -4.9247 -7.2445 -5.7615 -0.1 0.1 -0.1 0.055
H -5.1317 5.0091 2.8701 0.1 0.2 0.1 0.077
H 2.2669 3.8808 0.1522 0.1 0.1 -0.2 0.078
H 5.2268 -0.6434 2.6471 0.0 0.0 0.0 0.056
H 7.3849 1.4276 0.9453 0.0 0.0 0.0 0.086
H 7.3102 0.3464 -0.4588 0.0 0.0 0.0 0.081
```
Positions in Å, forces in eV/Å.

Results
* E: -3556.25435 Ha
* net charge: -1
* HOMO energy: -4.8 eV
* lowest unoccupied orbital energy: 1.50 eV

---

# 2
# C36H84N12O12

A cluster of 12 separate species, C36H84N12O12 in total at a distorted geometry (ωB97M-V/def2-TZVPD, OMol25).

```
144
Properties=species:S:1:pos:R:3:forces:R:3:lowdin_charge:R:1
O 13.6432 6.6148 16.3539 0.0 0.2 -0.4 -0.019
O 15.9824 14.0795 16.5060 0.1 0.0 -0.5 0.006
O 16.4290 10.6844 20.7589 0.8 -1.1 1.0 0.071
O 19.5119 9.6715 12.3858 0.4 2.2 -1.4 -0.049
O 9.5789 8.6003 10.9858 0.4 0.5 -0.4 0.016
O 18.5067 7.4685 16.9279 1.0 0.0 0.1 -0.003
O 12.6904 12.3231 11.0877 0.2 0.5 0.2 -0.023
O 14.6031 7.7733 12.5479 -0.5 -0.7 0.4 0.040
O 10.6736 12.6445 15.4641 -0.9 0.8 -0.3 0.030
O 9.3779 5.0508 14.3973 -1.4 -0.3 -1.4 0.020
O 12.5144 15.5840 14.4278 0.9 -0.3 -0.5 0.046
O 17.2005 13.6335 11.1641 1.1 0.3 0.3 0.013
N 12.7802 11.9653 15.6988 -0.5 0.6 -0.4 0.029
N 20.1343 10.5667 10.3818 0.0 -1.7 0.0 0.024
N 17.3832 15.0771 14.9968 -1.6 0.9 0.0 0.020
N 17.0064 11.5519 18.7039 1.6 -1.2 -0.4 0.023
N 18.3480 8.7978 15.1136 1.6 -0.3 0.4 0.052
N 15.0421 13.7691 11.8142 -1.3 0.8 -0.6 0.027
N 13.8263 9.9213 12.4444 1.3 -1.7 0.0 0.031
N 11.5166 5.5592 14.8675 -1.5 0.1 2.7 0.011
N 15.9142 6.7133 16.2227 -1.4 0.4 1.2 0.014
N 12.8714 15.4356 16.6996 1.3 -0.3 -2.2 0.005
N 9.1291 6.5133 11.6796 0.3 -1.6 1.5 0.005
N 11.3326 10.8136 10.2090 -0.7 -1.2 -0.4 0.027
C 18.1150 13.0504 16.1448 -1.6 0.1 -0.6 0.013
C 14.9883 12.2319 19.7293 -2.2 0.3 -0.7 -0.013
C 16.2460 11.4119 19.8312 -0.6 0.9 -1.3 -0.593
C 15.2141 13.2870 13.1746 2.1 -1.6 -1.3 -0.060
C 16.0481 13.9237 10.9191 -2.1 -1.2 -0.2 -0.551
C 11.5711 11.8026 11.0401 0.7 1.2 0.8 -0.562
C 17.0143 9.3352 15.2319 1.4 1.8 1.1 -0.063
C 18.3736 10.9732 18.4342 0.1 0.7 2.3 -0.059
C 19.0475 7.9414 15.9246 -2.5 0.9 -0.3 -0.524
C 14.7175 8.9115 12.1556 1.0 1.4 0.1 -0.538
C 9.6332 5.8611 10.4988 0.4 0.2 -1.4 -0.089
C 12.3777 15.4356 18.0149 -1.8 1.7 1.5 -0.129
C 12.0864 15.5840 15.5572 0.7 0.2 1.6 -0.564
C 19.7046 12.1612 12.2581 -1.6 -2.5 -0.5 0.013
C 11.9786 5.3282 13.5706 1.3 0.0 -2.0 -0.099
C 16.4201 16.0926 14.5158 -1.0 0.0 0.8 -0.044
C 9.7478 5.9283 16.5989 1.4 -1.3 -1.8 0.030
C 11.4303 11.7320 15.7047 0.7 0.0 -0.1 -0.550
C 17.0564 14.1161 15.9024 0.2 0.4 0.9 -0.515
C 14.6890 7.7020 18.1463 2.3 0.5 -1.0 0.017
C 20.4015 7.5581 15.4255 0.9 -1.6 -0.2 0.003
C 10.4284 12.2797 11.9073 -1.4 -0.5 0.2 0.019
C 14.7216 7.0209 16.7935 0.0 -0.9 0.0 -0.518
C 10.6640 15.7504 15.8618 -1.8 0.6 -0.1 -0.027
C 19.7762 10.6821 11.6672 0.2 0.5 2.4 -0.464
C 13.8143 11.0183 16.0380 -2.0 -2.0 -0.5 -0.069
C 8.5452 8.3102 13.1380 0.9 -0.6 0.6 0.021
C 16.0108 6.0001 14.9810 -0.6 0.8 -0.9 -0.052
C 15.6686 14.3582 9.4842 0.8 -0.8 0.0 0.005
C 15.9798 9.2666 11.3389 -1.1 -1.1 -0.8 0.015
C 12.3301 10.2629 9.3067 -0.3 1.3 -0.2 -0.036
C 12.5507 9.5942 13.0319 0.5 -0.1 0.3 -0.062
C 10.8687 10.3576 16.0204 -1.2 0.6 0.7 0.003
C 20.1308 9.2062 9.8392 -0.8 0.3 -0.2 -0.059
C 9.1833 7.8369 11.8534 -0.9 0.1 0.3 -0.544
C 10.1843 5.4722 15.1874 1.7 0.6 1.2 -0.523
H 12.9979 5.7023 13.5767 0.3 0.0 -0.3 0.061
H 13.2689 10.7338 9.5959 0.1 -0.1 -0.4 0.070
H 10.6937 13.0015 12.6759 0.5 0.0 -0.2 0.074
H 16.3224 6.7470 14.2213 0.3 -0.8 0.1 0.069
H 13.8632 15.1603 16.5739 -1.0 0.3 -0.1 0.110
H 14.0666 10.3609 15.1532 0.3 0.8 0.9 0.083
H 12.0368 10.5657 8.2799 0.5 -0.4 0.4 0.097
H 16.6992 5.1537 15.0891 -0.3 0.2 -0.3 0.094
H 10.5082 10.2800 10.4117 -0.5 -0.5 -0.2 0.087
H 14.9460 13.0248 18.9615 0.7 0.0 0.4 0.059
H 16.7666 12.3756 18.2029 -0.1 0.5 -0.6 0.059
H 18.7650 13.1818 16.9958 0.3 0.4 -0.1 0.084
H 16.0694 15.9235 13.4803 0.1 -0.4 0.6 0.080
H 20.4857 11.2835 9.7702 -0.3 0.4 0.6 0.142
H 9.9129 11.4404 12.4414 0.5 0.4 -0.5 0.084
H 18.8569 8.9923 14.2849 0.1 0.7 -1.0 0.066
H 8.5358 9.3641 13.2519 0.2 1.0 -0.2 0.059
H 15.1657 12.1450 13.1827 0.3 1.4 0.3 0.098
H 12.2093 10.5186 13.4540 -0.8 0.5 -0.1 0.062
H 16.3938 13.7927 8.8980 0.0 0.1 -0.2 0.072
H 12.6972 8.9475 13.9112 -0.1 -0.3 -0.7 0.085
H 12.0347 4.2827 13.2040 -0.4 0.3 0.4 0.099
H 18.3088 15.2151 14.6867 1.0 -0.5 -0.2 0.123
H 16.7653 7.0415 16.6651 0.1 0.0 0.0 0.070
H 19.2877 9.1230 9.1241 0.5 -0.4 0.5 0.098
H 16.1075 10.2940 11.0104 -0.2 0.1 0.0 0.067
H 15.5497 16.0675 15.2358 0.9 0.1 -1.1 0.088
H 8.8869 5.9365 9.6829 0.5 0.1 0.3 0.089
H 12.4204 9.1977 9.4080 -0.2 -0.5 0.0 0.078
H 18.7247 12.1020 12.7742 0.6 0.4 0.0 0.064
H 8.9931 7.8686 14.0271 0.5 0.0 0.0 0.070
H 13.1610 15.6136 18.7091 1.0 0.3 0.5 0.065
H 14.7091 6.8398 18.8120 -0.4 0.4 0.5 0.093
H 11.4636 9.5526 15.6466 0.3 -0.6 -0.2 0.041
H 21.1055 7.5223 16.2758 -0.2 0.5 -0.5 0.092
H 9.1497 5.1432 16.9827 -0.3 -0.9 0.7 0.071
H 9.1173 6.7582 16.5394 -0.8 1.6 -0.3 0.053
H 19.1251 11.7841 18.7535 -0.8 -1.4 -0.6 0.102
H 20.0973 8.4918 10.6591 -0.6 0.2 -0.1 0.078
H 18.5521 12.9366 15.1917 1.6 -0.1 -0.8 0.057
H 16.6808 9.3381 16.2619 0.0 -0.1 0.2 0.077
H 10.1088 15.9744 14.9647 0.1 0.0 -0.5 0.087
H 16.8148 17.1189 14.4837 0.3 -0.5 0.5 0.084
H 8.9761 5.8972 12.5234 0.2 1.0 -1.1 0.129
H 20.3147 6.4644 15.1983 0.0 0.8 -0.1 0.102
H 21.0539 8.9859 9.3703 0.9 0.1 -0.9 0.064
H 14.6606 12.6536 20.6999 0.2 -0.5 -0.5 0.092
H 11.9654 14.4955 18.3535 -0.7 -0.3 -0.1 0.079
H 11.9028 9.1776 12.2570 -0.4 -0.1 0.5 0.087
H 7.5494 7.9650 13.2175 -1.3 -0.4 -0.3 0.076
H 12.2227 5.7477 15.6019 -0.7 0.2 -0.7 0.091
H 18.5558 10.6596 17.4067 -0.4 0.3 0.0 0.044
H 14.5784 11.6102 16.4429 1.7 0.2 0.4 0.049
H 14.1693 11.5727 19.2959 0.8 0.3 1.0 0.097
H 13.3928 10.3246 16.8183 0.7 0.6 -0.5 0.089
H 16.1817 13.6946 13.5207 -0.3 -0.9 -0.3 0.060
H 11.4706 5.9390 12.8085 -0.1 -0.3 0.3 0.076
H 9.8070 10.3222 15.6252 1.4 0.0 0.3 0.103
H 13.0701 12.9189 15.4066 -0.6 -1.1 0.4 0.127
H 15.8221 8.5620 10.4775 0.5 0.9 0.3 0.099
H 11.6384 16.3187 18.2192 1.1 -1.8 -0.4 0.119
H 15.6531 8.2752 18.2858 -1.0 -0.5 0.2 0.089
H 17.5783 12.1135 16.2479 -0.2 0.0 0.3 0.047
H 16.9097 10.3641 14.8281 0.7 -0.3 0.3 0.092
H 18.5449 10.0647 19.0734 -0.4 1.0 -0.5 0.099
H 14.0809 13.8181 11.4364 0.8 -0.1 0.5 0.116
H 10.3983 16.5491 16.5631 0.4 -0.3 0.1 0.082
H 13.8641 10.7146 11.8503 -0.1 1.0 -0.4 0.068
H 10.6187 6.2545 10.1009 -1.1 -0.1 0.7 0.100
H 20.4882 12.3810 12.9676 0.3 0.0 0.0 0.070
H 13.8365 8.3771 18.1925 0.0 -0.4 0.3 0.069
H 16.0251 15.3677 9.4556 -0.2 0.9 -0.4 0.065
H 19.5582 12.8641 11.4537 0.3 0.4 -0.1 0.048
H 16.3910 8.8013 14.6336 -2.2 -1.8 -1.4 0.023
H 14.5327 13.6590 13.8682 -1.7 0.8 0.7 0.036
H 10.6280 6.1320 17.1560 0.5 0.2 0.9 0.062
H 9.7635 4.8003 10.6789 0.0 -0.1 0.3 0.078
H 14.6932 14.2220 8.9706 0.3 0.2 1.2 0.088
H 10.2773 14.8012 16.2018 -0.1 -0.2 0.4 0.069
H 20.8044 8.0549 14.5026 -0.5 -0.2 1.1 0.092
H 14.9876 5.7338 14.6405 0.8 -0.3 0.5 0.076
H 9.6364 12.7293 11.2721 0.5 -0.2 0.2 0.097
H 16.8909 8.9143 11.8115 0.0 0.0 0.4 0.059
H 10.7828 10.2743 17.1278 0.2 -0.1 -0.6 0.100
```
Positions in Å, forces in eV/Å.

Results
* E: -2982.23368 Ha
* structure (SMILES): CNC(C)=O.CNC(C)=O.CNC(C)=O.CNC(C)=O.CNC(C)=O.CNC(C)=O.CNC(C)=O.CNC(C)=O.CNC(C)=O.CNC(C)=O.CNC(C)=O.CNC(C)=O
* relative energy (zero: lowest compared OMol25 entry of this formula, charge and spin): 52.09 kcal/mol
* net charge: 0
* HOMO energy: -9.1 eV
* lowest unoccupied orbital energy: 0.40 eV

---

Q: Look up the HOMO energy of the first one.
A: -4.8 eV

---

Q: What is the HOMO energy in the first record?
A: -4.8 eV

---

Q: The highest lowest unoccupied orbital energy belongs to which entry?
A: C36H83FIN9O12P